Computed, not measured: a molecular structure, C22H43O3P2PtS5Sb, with ωB97M-V/def2-TZVPD.

Geometry as XYZ:
```
77
C22H43O3P2PtS5Sb, DFT ωB97M-V/def2-TZVPD
Pt 0.36864 -1.19584 -3.42086
C 2.85844 3.32363 -6.05455
C 3.30847 2.99902 -4.64458
O 3.51010 1.59405 -4.50635
P 2.43221 0.74427 -3.61156
S 2.80578 -1.15990 -3.82745
S 0.55889 1.20538 -4.05234
O 2.79139 1.31362 -2.13596
C 4.12841 1.14843 -1.66159
C 4.22264 1.71226 -0.26152
H 2.72429 4.40193 -6.17245
H 1.91169 2.82491 -6.25754
H 3.59838 2.97972 -6.77837
H 2.57076 3.34889 -3.91559
H 4.26692 3.47700 -4.41485
H 4.81081 1.68017 -2.33394
H 4.38576 0.08605 -1.69333
H 3.83668 2.73239 -0.23922
H 5.26564 1.72361 0.06202
H 3.64755 1.11615 0.44318
S -2.99871 -5.09688 -3.96409
Sb -2.16789 -3.46070 -2.55721
S -1.93325 -1.34145 -3.73449
S 0.28825 -3.40842 -2.74276
O -1.07764 0.70354 -0.36455
P -1.18420 -0.30304 0.71803
C -2.67321 -1.32710 0.47119
C -3.90041 -0.61221 -0.10893
C -4.95059 -0.17402 0.90982
C -5.29684 -1.30027 1.87831
C -4.03806 -1.79762 2.58109
C -3.03636 -2.33855 1.56365
C -1.20298 0.49789 2.37324
C 0.17559 1.04967 2.76464
C 0.62722 2.23338 1.90531
C -0.50751 3.24808 1.67011
C -1.66339 3.01332 2.63628
C -2.26359 1.63194 2.37879
C 0.17697 -1.53458 0.68737
C 1.46837 -0.90450 0.15602
C 2.52069 -1.98178 -0.09835
C 2.71380 -2.92780 1.10449
C 1.91926 -2.46321 2.32073
C 0.43204 -2.34395 1.98669
H -2.28859 -1.90834 -0.38125
H -4.37193 -1.32281 -0.79856
H -3.56058 0.22101 -0.72703
H -5.84812 0.15482 0.37752
H -4.59901 0.68454 1.48702
H -5.74364 -2.13277 1.32291
H -6.03981 -0.96473 2.60946
H -4.28703 -2.57902 3.30621
H -3.59524 -0.96902 3.14622
H -3.48588 -3.20920 1.07171
H -2.14020 -2.70460 2.06850
H -1.47435 -0.26279 3.11209
H 0.92095 0.25306 2.72747
H 0.12778 1.36205 3.81441
H 0.98168 1.87355 0.93938
H 1.47412 2.71453 2.40614
H -0.88223 3.11942 0.65238
H -0.13260 4.27126 1.76002
H -2.43990 3.77101 2.49589
H -1.32207 3.10519 3.67349
H -2.73974 1.68011 1.39654
H -3.04742 1.41491 3.11006
H -0.14500 -2.22572 -0.10435
H 1.84065 -0.16366 0.86757
H 1.24934 -0.37610 -0.77338
H 3.46613 -1.50350 -0.36550
H 2.19755 -2.54309 -0.97753
H 3.77238 -3.00859 1.36984
H 2.38473 -3.93710 0.83785
H 2.30757 -1.49685 2.66004
H 2.04972 -3.15868 3.15662
H -0.09677 -1.92151 2.84718
H 0.03649 -3.35489 1.85254
```

Its total charge is -2. The HOMO-LUMO gap is 4.69 eV. For the energy above the lowest of the compared OMol25 structures with the same formula, charge and spin, the calculation gives 0.00 kJ/mol. Its LUMO energy is 4.15 eV. Its energy is -4123.3389 hartree.

Results of the Mulliken charge analysis, in e, for atoms 1 through 5: 0.844, -1.178, -0.292, -0.389, 0.792



Computed, not measured: 5 unconnected molecules or ions with the total composition C22H44BN3O8, with ωB97M-V/def2-TZVPD.

Geometry as XYZ:
```
78
C22H44BN3O8, DFT ωB97M-V/def2-TZVPD
C -0.34014 0.16931 2.37945
C -0.91312 -1.23071 1.99352
C -1.35370 -1.39351 0.50129
C -1.25740 -0.14254 -0.45802
O -1.78444 0.93757 -0.16532
O -0.64863 -0.24283 -1.58632
O -2.80609 -1.50457 0.64070
B -3.27799 -2.87693 0.27732
O -2.02390 -3.64133 0.44286
C -1.08180 -2.77351 -0.23962
C 0.26705 -3.52897 -0.00385
C 1.50089 -2.60104 0.18349
C 1.90153 -1.97394 -1.20088
C 2.58566 -0.59232 -1.09360
N 1.96301 0.32622 -0.10349
C 2.85382 0.80396 0.84544
N 2.91296 2.05706 1.08468
N 3.68715 -0.08471 1.61494
H 0.15268 0.09357 3.37484
H 0.32636 0.61123 1.62317
H -1.20693 0.85744 2.45154
H -0.20583 -2.04439 2.28421
H -1.80008 -1.39378 2.63264
H -4.24656 -3.22995 0.91921
H -3.61341 -2.80796 -0.90880
H -1.40038 -2.89521 -1.29043
H 0.46902 -4.12641 -0.92647
H 0.22360 -4.26721 0.81861
H 2.36001 -3.26498 0.46885
H 1.41404 -1.86162 0.99472
H 1.01660 -1.98835 -1.85921
H 2.65031 -2.65921 -1.67073
H 2.58215 -0.08108 -2.07424
H 3.64848 -0.73251 -0.79730
H 1.53328 1.08844 -0.62010
H 3.61201 2.23593 1.80892
H 3.64183 -1.02820 1.22257
H 3.25750 -0.17955 2.53720
C 1.65887 5.27279 1.23304
C 1.67149 5.67661 2.68256
O 2.32523 5.07468 3.50716
C 0.83207 6.87031 3.07387
H 2.29990 4.40269 1.09176
H 0.64397 5.01022 0.92861
H 2.03612 6.09396 0.61768
H -0.21770 6.67612 2.84858
H 1.17203 7.75710 2.53512
H 0.93382 7.04951 4.14453
C 6.62124 6.92946 5.94725
C 5.90544 7.52912 4.76108
O 6.38827 8.44909 4.13560
C 4.57191 6.93514 4.39313
H 7.56610 7.45028 6.10021
H 6.01028 7.03855 6.84496
H 6.82755 5.87396 5.76276
H 3.87248 7.04439 5.22330
H 4.68811 5.88069 4.14151
H 4.17091 7.45829 3.52643
C -6.19543 -4.08302 -4.45760
C -6.16995 -3.73418 -2.98865
O -5.57721 -4.42238 -2.19712
C -6.90821 -2.49286 -2.55247
H -5.61866 -4.99296 -4.61539
H -7.22233 -4.25554 -4.79011
H -5.74338 -3.27740 -5.03821
H -7.97128 -2.58691 -2.79152
H -6.48873 -1.61629 -3.04934
H -6.79769 -2.37032 -1.47593
C -2.68780 -6.24649 -5.78069
C -2.63848 -4.73877 -5.83276
O -3.52327 -4.09772 -6.35625
C -1.44638 -4.06556 -5.20470
H -3.59846 -6.59544 -6.26754
H -1.82617 -6.66570 -6.30422
H -2.69379 -6.58168 -4.74208
H -0.52991 -4.38966 -5.70326
H -1.39880 -4.30699 -4.14095
H -1.54166 -2.98648 -5.31214
```

Its total charge is -2. The HOMO-LUMO gap is 3.81 eV. For the energy above the lowest of the compared OMol25 structures with the same formula, charge and spin, the calculation gives 135.98 kJ/mol. Its LUMO energy is 3.45 eV. Its energy is -1655.7060 hartree.

Results of the Mulliken charge analysis, in e, for atoms 1 through 5: -1.186, -1.173, 2.190, -0.378, -0.762



Computed, not measured: a molecular structure, C22H44Br2F3GaIO10P2S2, with ωB97M-V/def2-TZVPD.

Geometry as XYZ:
```
87
C22H44Br2F3GaIO10P2S2, DFT ωB97M-V/def2-TZVPD
C 1.83033 -2.00413 1.99932
C 1.93804 -0.75444 1.12132
O 1.92135 -1.09226 -0.25826
C 3.12421 -0.77738 -0.94199
C 3.29320 0.72219 -1.20231
O 2.06950 1.34510 -1.45479
C 1.91824 2.55917 -0.75794
C 0.57632 3.23131 -1.06124
O -0.15495 2.54054 -2.02184
C -1.50095 3.07365 -2.13948
Ga -2.83716 1.69438 -1.41354
C -3.31350 0.47762 -2.97028
C -3.63027 -1.00935 -2.69870
C -2.46081 -1.95339 -2.84041
F -1.34740 -1.51875 -2.18809
Br -2.94792 -3.66757 -1.96521
C -2.02007 -2.20023 -4.33956
F -2.19279 -1.07576 -5.07087
F -0.69161 -2.50919 -4.36419
Br -2.95867 -3.60809 -5.34449
P -1.63577 0.64869 0.33114
P -2.81435 -0.83479 1.32056
O -4.25096 -0.97057 1.01991
O -2.61267 -0.54125 2.91575
O -2.04020 -2.22315 1.09488
C -4.44787 2.79227 -0.73545
I -5.49486 3.64434 -2.42431
C -5.38636 2.08087 0.23047
C -6.29097 1.01989 -0.38386
H 2.55108 -1.96579 2.81364
H 2.04068 -2.88098 1.39299
H 0.83612 -2.09897 2.42471
H 2.82330 -0.17378 1.37453
H 1.07316 -0.11353 1.30052
H 3.14988 -1.33227 -1.87554
H 3.96318 -1.10566 -0.32846
H 3.96336 0.84329 -2.06025
H 3.80304 1.17399 -0.34665
H 2.72826 3.24756 -1.02408
H 2.00066 2.36289 0.31608
H 0.77133 4.24730 -1.43261
H 0.02133 3.34287 -0.12208
H -1.71118 3.21850 -3.19828
H -1.56084 4.03327 -1.62497
H -4.21316 0.91247 -3.40431
H -2.54410 0.59202 -3.72595
H -4.07791 -1.15888 -1.71898
H -4.36866 -1.36525 -3.42310
H -1.55291 1.61279 1.35713
H -3.29073 -1.08189 3.34228
H -1.16124 -2.01505 0.74740
H -4.02496 3.65438 -0.22520
H -6.04444 2.82891 0.69600
H -4.80980 1.64545 1.04404
H -6.81178 0.50519 0.42161
H -5.68487 0.27466 -0.89621
H -7.01250 1.45644 -1.06530
C -1.92770 2.74236 7.42350
C -2.11584 1.30983 6.90575
C -2.31844 1.38786 5.38622
S -1.44757 2.86447 4.84472
O -2.40357 3.81988 4.34797
O -0.28772 2.50530 4.07189
C -0.92627 3.39484 6.47756
H -1.57306 2.76049 8.45377
H -2.87818 3.27896 7.38498
H -1.22217 0.72301 7.12860
H -2.95980 0.81584 7.38572
H -1.90765 0.53291 4.86136
H -3.36572 1.51208 5.11957
H -0.92700 4.48155 6.51367
H 0.08192 3.01377 6.63764
C 7.13230 -4.03686 -4.29216
C 5.92240 -4.65834 -3.57973
C 6.02900 -4.29397 -2.09339
S 6.92424 -2.73579 -2.02479
O 8.18430 -2.95337 -1.35962
O 6.03202 -1.68873 -1.60390
C 7.22091 -2.60090 -3.78540
H 7.02518 -4.06964 -5.37530
H 8.04122 -4.58124 -4.02669
H 5.00232 -4.24398 -3.99532
H 5.88483 -5.73816 -3.71434
H 5.05807 -4.15366 -1.62486
H 6.60847 -5.02560 -1.53402
H 8.18832 -2.13180 -3.94684
H 6.42784 -1.98076 -4.20206
```

Its total charge is -1. The HOMO-LUMO gap is 6.63 eV. Its LUMO energy is 1.96 eV. Its energy is -10766.3217 hartree.

Results of the Mulliken charge analysis, in e, for atoms 1 through 5: -1.406, -0.015, -0.411, -0.390, -0.900



Computed, not measured: a molecular structure, C22H44CeN3O2P3, with ωB97M-V/def2-TZVPD.

Geometry as XYZ:
```
75
C22H44CeN3O2P3, DFT ωB97M-V/def2-TZVPD
Ce 0.13233 -0.24138 -0.58446
P -0.51329 -1.15667 2.19238
P -2.78482 1.05789 0.95910
P -0.01471 2.25974 1.52372
H 2.83775 -0.79410 -4.12397
C 3.65055 -0.64794 -3.39211
C 3.80329 -1.38145 -2.27204
H 3.54117 -2.44231 -2.18374
C -0.76135 -2.94593 1.86912
C -1.60443 -1.01607 3.64290
C 1.10694 -1.21229 3.08375
C -3.43788 2.19607 -0.33507
C -3.92058 -0.34847 0.64454
C -3.67594 1.77174 2.39367
C 1.82063 2.53802 1.48936
C -0.37760 2.62020 3.28357
C -0.41239 3.84389 0.61263
H 4.44209 0.08096 -3.66278
H 4.37962 -0.97769 -1.43926
H -0.26056 -3.35078 0.98233
H -1.83795 -3.07500 1.72321
H -0.42600 -3.49724 2.75570
H -2.63359 -1.25154 3.36230
H -1.60600 -0.03035 4.11331
H -1.25541 -1.74920 4.38054
H 1.90835 -1.28286 2.32991
H 1.11065 -2.10269 3.73819
H 1.24837 -0.29029 3.67238
H -4.45611 2.50225 -0.04447
H -3.45051 1.68817 -1.31079
H -2.77397 3.06756 -0.38949
H -4.94676 0.04146 0.65726
H -3.79925 -1.09348 1.43725
H -3.72107 -0.82324 -0.32231
H -4.34508 2.56813 2.05491
H -3.00553 2.18146 3.14875
H -4.26584 0.96829 2.84027
H 2.08568 3.36195 2.17381
H 2.13356 2.78979 0.45840
H 2.36498 1.62828 1.79101
H 0.43920 3.21863 3.70606
H -0.41775 1.67501 3.83943
H -1.31805 3.15855 3.45914
H 0.34667 4.60260 0.88725
H -1.41713 4.21875 0.86897
H -0.35218 3.65843 -0.47659
C 3.04474 0.94574 -0.83134
C 2.80269 1.89429 -1.87448
C 3.77744 2.85454 -2.14437
C 4.89774 2.94314 -1.30381
C 5.21173 1.89125 -0.42961
C 4.19987 1.02596 -0.01728
O 2.36145 -0.21103 -0.82524
H 0.67385 1.49370 -1.33312
H 2.01566 1.73966 -2.61631
H 3.65264 3.42104 -3.06644
H 5.53354 3.83784 -1.36015
H 6.25204 1.80678 -0.03797
H 4.32405 0.41579 0.88962
C -3.53536 -2.02151 -3.42057
N -2.28965 -2.63154 -2.89427
C -2.04308 -3.97748 -3.03747
C -0.87726 -4.53813 -2.60149
C 0.03768 -3.72973 -1.93420
N -0.26328 -2.41540 -1.72156
C -1.38742 -1.87660 -2.23871
O -1.56046 -0.59207 -2.06662
N 1.21749 -4.09521 -1.37216
H -4.26049 -1.86545 -2.60526
H -3.98464 -2.69633 -4.16452
H -3.27882 -1.05855 -3.88105
H -2.86469 -4.54058 -3.45927
H -0.74367 -5.61581 -2.61492
H 1.63685 -4.98224 -1.58155
H 1.88927 -3.40893 -0.99392
```

Its total charge is +3. The HOMO-LUMO gap (alpha / beta) is 5.77 / 4.94 eV. For the energy above the lowest of the compared OMol25 structures with the same formula, charge and spin, the calculation gives 562.99 kJ/mol. As for the spin multiplicity: 2. Its LUMO energy (alpha / beta) is -10.18 / -11.02 eV. Its energy is -2677.5642 hartree.

Results of the Mulliken charge analysis, in e, for atoms 1 through 5: -0.149, 1.178, 1.041, 1.200, 0.258



Computed, not measured: 16 unconnected molecules or ions with the total composition C22H44Cl30F4O2P2, with ωB97M-V/def2-TZVPD.

Geometry as XYZ:
```
104
C22H44Cl30F4O2P2, DFT ωB97M-V/def2-TZVPD
C 2.27603 5.23463 0.31971
C 0.96313 4.63057 -0.37637
P 0.79886 2.78227 0.03206
C -0.86968 2.07815 -0.56620
C -1.15410 2.47503 -2.12230
P 2.47308 1.67954 -0.92545
C 2.59180 0.57761 0.64326
O 2.23845 -0.65252 0.73366
O 3.07778 1.20492 1.79740
C 4.03029 0.89437 -1.74031
F 4.19113 -0.50375 -1.51164
F 3.88267 1.06071 -3.18072
C 5.39232 1.69029 -1.36480
F 6.55151 1.04396 -1.89720
F 5.37893 3.02659 -1.88840
H 2.20271 4.98375 1.43818
H 3.25278 4.79741 -0.09030
H 2.34477 6.37983 0.22973
H 0.05629 5.18873 0.04746
H 0.99326 4.81805 -1.51901
H -1.73636 2.36060 0.11774
H -0.76537 0.93384 -0.48320
H -0.87241 3.57634 -2.20331
H -2.27007 2.26920 -2.31038
H -0.51062 1.82383 -2.82016
H 1.56680 0.74196 -1.58781
H 2.34723 2.52655 -2.10117
H 3.37053 2.63418 -0.27393
H 5.49193 1.67462 -0.21823
C -2.93037 -0.88238 -3.90849
Cl -1.86600 -1.30453 -2.56370
Cl -3.29859 0.84626 -3.90782
H -2.43705 -1.13889 -4.84455
H -3.85937 -1.44239 -3.81583
C -3.32068 5.66664 0.97366
Cl -1.72591 4.90613 0.98377
Cl -4.52128 4.62974 0.18587
H -3.63292 5.85082 2.00110
H -3.25704 6.61133 0.43158
C -3.86058 4.54505 -4.69957
Cl -2.89408 3.87830 -6.02375
Cl -2.83786 5.14811 -3.39434
H -4.46185 5.36776 -5.08313
H -4.51082 3.76370 -4.30859
C -2.72768 -5.04379 -1.84855
Cl -3.74165 -4.01213 -2.86542
Cl -3.35202 -6.69821 -1.79640
H -1.71835 -5.05797 -2.25556
H -2.71166 -4.63919 -0.83729
C 0.76464 -2.03862 2.44703
Cl 0.02684 -3.48929 1.74490
Cl -0.32287 -1.26940 3.61258
H 1.68412 -2.32225 2.95548
H 0.99020 -1.32886 1.64651
C -5.28644 -3.56760 0.36338
Cl -5.41226 -5.04424 1.33008
Cl -3.93843 -2.56237 0.90213
H -5.12939 -3.84052 -0.67850
H -6.21142 -3.00195 0.46109
C 3.94621 5.09087 3.97484
Cl 2.34010 5.80739 3.79346
Cl 4.87595 5.22561 2.48301
H 4.47665 5.61049 4.77120
H 3.83712 4.03717 4.22876
C -2.42865 9.65132 1.30570
Cl -3.40548 8.75896 0.13287
Cl -1.56651 8.55259 2.38768
H -1.70358 10.26147 0.76997
H -3.08305 10.28939 1.89707
C 7.46453 1.12791 2.59700
Cl 6.96785 1.66138 0.99147
Cl 6.63156 2.04032 3.86240
H 7.21632 0.07264 2.69996
H 8.53859 1.26774 2.71100
C -7.65341 7.36160 -0.75453
Cl -6.69036 6.69049 -2.07562
Cl -6.62407 7.92107 0.56874
H -8.23203 8.20303 -1.13159
H -8.32423 6.59094 -0.37896
C 4.65401 -3.80415 1.81930
Cl 4.06427 -5.47261 1.79603
Cl 4.07832 -2.94094 3.24825
H 5.74234 -3.81441 1.82755
H 4.29579 -3.28922 0.92872
C -1.35839 -10.01856 -1.92846
Cl -0.46739 -9.38638 -3.31679
Cl -0.25909 -10.62886 -0.68504
H -1.96357 -9.21951 -1.50358
H -2.00119 -10.83146 -2.26129
C 6.99851 -0.74532 6.75134
Cl 6.08329 -1.57737 5.49172
Cl 7.75023 -1.89602 7.86717
H 7.77784 -0.14582 6.28429
H 6.32329 -0.10068 7.31091
C -7.53168 -7.44108 -2.43724
Cl -6.57535 -8.09328 -3.77473
Cl -6.49398 -6.84004 -1.14032
H -8.14437 -6.62134 -2.80820
H -8.17021 -8.22947 -2.04266
C 1.53174 -13.78312 0.12770
Cl 3.14672 -14.50264 0.12110
Cl 0.35076 -14.85841 -0.63060
H 1.23132 -13.59746 1.15723
H 1.56044 -12.84474 -0.42281
```

Its total charge is -2. The HOMO-LUMO gap is 3.13 eV. For the energy above the lowest of the compared OMol25 structures with the same formula, charge and spin, the calculation gives 0.00 kJ/mol. Its LUMO energy is 2.68 eV. Its energy is -15902.8112 hartree.

Results of the Mulliken charge analysis, in e, for atoms 1 through 5: -0.907, -0.299, 0.112, -0.512, 0.058